110
Properties=species:S:1:pos:R:3 method="wB97M-V/def2-TZVPD" smiles="O=S1(=O)CCCC1.O=S1(=O)CCCC1.O=S1(=O)CCCC1.O=S1(=O)CCCC1.O=S1(=O)CCCC1.O=S1(=O)CCCC1.c1cc[nH]c1.c1cc[nH]c1" lumo_ha=0.0128 relative_energy_kcal_mol=32.0 homo_energy_ev=-7.61 homo_lumo_gap_ha=0.293 energy_ha=-4655.4864 largest_force_ev_per_a=2.94
O 0.6350 -3.8693 -4.1774
S 0.9323 -2.5407 -4.6990
O 0.8438 -1.3447 -3.8988
C 2.5291 -2.6763 -5.6174
C 2.1694 -2.7063 -7.1005
C 0.7792 -3.3474 -7.2452
C -0.0285 -2.5159 -6.2063
H 3.0609 -3.5221 -5.1834
H 3.1415 -1.8174 -5.3343
H 2.2664 -1.7022 -7.5109
H 2.9171 -3.2942 -7.6385
H 0.7090 -4.4190 -7.0691
H 0.2392 -3.1887 -8.1790
H -1.0552 -2.8050 -5.9966
H 0.0059 -1.5168 -6.6497
O -3.4715 3.6471 2.5241
S -4.3310 2.5980 2.0527
O -4.2146 1.9064 0.7841
C -4.2903 1.2761 3.3476
C -5.6829 1.1810 4.0101
C -6.3654 2.5352 3.8142
C -6.0678 2.9828 2.4007
H -3.5748 1.6855 4.0619
H -3.8516 0.4226 2.8386
H -6.2306 0.4072 3.4672
H -5.6448 0.9429 5.0703
H -5.9166 3.2432 4.5208
H -7.4148 2.5442 4.1061
H -6.3036 4.0214 2.1597
H -6.6537 2.4382 1.6550
O 7.4854 -2.3602 -2.8505
S 6.1458 -2.6919 -2.4480
O 5.2938 -3.6290 -3.1604
C 6.0843 -3.2965 -0.6859
C 5.0123 -2.4263 0.0037
C 4.2043 -1.5411 -0.9647
C 5.1126 -1.2164 -2.1487
H 7.0994 -3.1981 -0.3039
H 5.8628 -4.3593 -0.7121
H 4.3104 -3.1183 0.4737
H 5.4327 -1.8506 0.8267
H 3.8781 -0.6503 -0.4350
H 3.3121 -2.0513 -1.3266
H 5.8030 -0.4411 -1.8117
H 4.6169 -0.9182 -3.0667
O 3.4919 1.4761 -2.7365
S 2.6586 2.3936 -3.4962
O 3.0652 3.7668 -3.7109
C 2.1312 1.7705 -5.1101
C 0.7225 2.2974 -5.2758
C 0.0065 2.0239 -3.9273
C 0.9023 2.5180 -2.8093
H 2.1227 0.6791 -5.1548
H 2.8463 2.0860 -5.8697
H 0.7255 3.3710 -5.4769
H 0.2181 1.8501 -6.1315
H -0.1725 0.9518 -3.8055
H -1.0050 2.4292 -3.9523
H 0.9385 1.9836 -1.8641
H 0.7558 3.5898 -2.6911
O 0.6688 5.1914 3.2638
S 1.0755 3.8783 3.7438
O 1.2696 2.7220 2.9028
C 2.6128 4.3409 4.6507
C 2.0540 4.9861 5.8955
C 0.7503 4.3199 6.3799
C 0.1899 3.4203 5.2695
H 3.2480 5.0269 4.0962
H 3.2047 3.4280 4.7763
H 2.8153 5.2008 6.6449
H 1.7384 5.9835 5.5742
H -0.0046 5.0734 6.6006
H 0.8828 3.7720 7.3131
H -0.8766 3.5850 5.1512
H 0.4855 2.3861 5.4428
O -3.8399 -2.7098 -1.5448
S -5.0706 -2.1763 -0.9840
O -5.8454 -1.1621 -1.6691
C -6.2165 -3.6001 -0.7776
C -6.0223 -3.9878 0.6849
C -5.9614 -2.6799 1.4645
C -4.9003 -1.7743 0.7852
H -5.9818 -4.3587 -1.5163
H -7.1728 -3.1123 -0.9567
H -6.8816 -4.5941 0.9854
H -5.1784 -4.6575 0.8510
H -5.6107 -2.8196 2.4869
H -6.9361 -2.1926 1.4840
H -3.9153 -2.0716 1.1563
H -4.8228 -0.6870 0.8528
C 2.9986 -1.2763 5.4515
C 3.0474 -1.7822 4.1284
C 2.8540 -0.7393 3.2710
N 2.7129 0.3934 4.0018
C 2.7385 0.0732 5.3431
H 3.2157 -1.9378 6.2737
H 3.2264 -2.8130 3.8682
H 2.8279 -0.7141 2.1943
H 2.6522 1.3467 3.6845
H 2.6979 0.8981 6.0376
C -0.9986 -0.1727 1.0259
C 0.3812 0.0352 0.9624
C 0.8651 -0.4478 -0.2583
N -0.2547 -0.9105 -0.9037
C -1.3754 -0.7369 -0.1708
H -1.6228 0.1465 1.8444
H 0.8617 0.5874 1.7534
H 1.8300 -0.4386 -0.7211
H -0.2940 -1.2389 -1.8546
H -2.3150 -1.0071 -0.6240



146
Properties=species:S:1:pos:R:3 method="wB97M-V/def2-TZVPD" lumo_ha=-0.0119 homo_energy_ev=-7.52 homo_lumo_gap_ha=0.264 energy_ha=-23893.9360 largest_force_ev_per_a=12.61
C 3.8106 -5.4069 -0.2894
C 2.9310 -4.2174 -0.4884
C 3.1455 -3.1105 -1.7149
C 3.6707 -1.6464 -1.2109
C 4.6068 -1.9663 0.1239
N 5.1415 -2.1468 1.3040
P 4.9232 -1.0352 -2.5625
N 4.5447 -1.7120 -4.1667
O 6.4648 -1.6576 -2.0280
C 2.4642 -0.5378 -0.9123
C 1.5238 -1.2392 0.2571
N 0.6409 -1.6764 1.1283
C 1.7303 -0.2492 -2.3297
Cl 2.1843 1.4164 -3.1112
C 0.1061 -0.3309 -2.3944
C -0.5480 -1.8360 -2.3315
Cl -0.8381 0.7428 -1.2273
P 3.1705 1.0516 -0.0330
O 4.5202 1.7680 -0.8570
O 3.7399 0.6992 1.6146
S 1.8479 2.4589 0.2298
H 4.5324 -5.4207 0.6456
H 3.7269 -6.2913 -1.0764
H 1.9825 -4.0016 0.2021
H 2.2284 -3.0768 -2.4651
H 4.0387 -3.5697 -2.3643
H 5.4888 -1.8471 -4.6376
H 4.1312 -0.8969 -4.7097
H 6.9743 -2.0771 -2.7815
H 2.1051 -1.0139 -3.1689
H -0.1816 0.0700 -3.4846
H -1.0555 -2.1411 -3.3659
H 0.1608 -2.6735 -1.9306
H -1.4578 -1.7836 -1.5603
H 4.2640 2.7477 -0.9830
H 4.7478 0.7342 1.5546
C 3.8353 -1.9519 4.5080
Cl 2.0866 -2.0721 4.2778
Cl 4.3308 -2.7112 6.0256
H 4.3387 -2.4538 3.6781
H 4.1198 -0.8971 4.5284
C -4.5548 0.5961 -1.6274
Cl -4.1973 -0.9419 -2.4224
Cl -6.2985 0.8385 -1.4661
H -4.1022 0.5962 -0.6329
H -4.1361 1.4105 -2.2235
C 5.0887 3.0899 3.8437
Cl 5.9508 1.9881 4.9244
Cl 5.7458 3.0164 2.2042
H 4.0332 2.8085 3.8168
H 5.1890 4.1102 4.2218
C 0.6566 -7.1289 0.1820
Cl 0.5342 -5.4496 -0.3568
Cl 1.3836 -8.1464 -1.0675
H 1.2776 -7.1700 1.0801
H -0.3446 -7.5038 0.4082
C 0.8123 -3.2944 7.3387
Cl -0.6734 -4.2517 7.3000
Cl 0.8052 -2.1636 8.6975
H 1.6668 -3.9678 7.4408
H 0.8965 -2.7302 6.4067
C 6.7201 3.1864 8.0981
Cl 7.7263 3.3931 9.5369
Cl 5.4626 4.4264 8.0180
H 7.3509 3.2616 7.2091
H 6.2474 2.2019 8.1330
C -1.1690 -6.1742 10.4771
Cl -1.9720 -7.5599 11.2255
Cl 0.5830 -6.2594 10.6968
H -1.3935 -6.1677 9.4078
H -1.5411 -5.2559 10.9378
C 4.7216 4.4558 -4.4964
Cl 3.0583 4.6487 -5.0634
Cl 4.7675 3.6588 -2.9192
H 5.2753 3.8497 -5.2175
H 5.1847 5.4418 -4.4104
C -0.6010 4.9687 2.3315
Cl 1.1339 5.2216 2.5581
Cl -0.9561 4.4345 0.6841
H -0.9442 4.2059 3.0346
H -1.1253 5.9084 2.5216
C 1.4887 2.5906 -8.2918
Cl 2.3508 1.4888 -7.2110
Cl 2.1458 2.5171 -9.9313
H 0.4332 2.3093 -8.3186
H 1.5890 3.6109 -7.9137
C -2.7784 8.4750 0.9684
Cl -4.4417 8.6678 0.4014
Cl -2.7325 7.6779 2.5457
H -2.2247 7.8689 0.2473
H -2.3153 9.4609 1.0544
C -7.2956 6.6010 -0.1128
Cl -6.9381 5.0630 -0.9078
Cl -9.0393 6.8434 0.0485
H -6.8429 6.6012 0.8817
H -6.8768 7.4155 -0.7089
C -7.7939 4.3128 -4.4265
Cl -7.8410 2.7775 -5.3016
Cl -7.0109 5.5708 -5.3907
H -8.8163 4.6239 -4.1986
H -7.2342 4.1761 -3.4980
C 0.8667 -4.6863 -4.7805
Cl 2.0501 -5.8184 -4.1147
Cl 0.9492 -3.1234 -3.9585
H 1.0730 -4.5404 -5.8436
H -0.1353 -5.1031 -4.6528
C 1.0885 9.8342 0.5594
Cl 0.7910 8.3947 -0.4228
Cl -0.3347 10.8820 0.5997
H 1.3318 9.5252 1.5788
H 1.9271 10.3894 0.1320
C -2.5115 -2.9334 1.4729
Cl -2.8090 -4.3728 0.4907
Cl -3.9347 -1.8856 1.5132
H -2.2682 -3.2423 2.4923
H -1.6729 -2.3782 1.0455
C -4.0363 -10.3662 12.1569
Cl -3.6788 -11.9042 11.3619
Cl -5.7800 -10.1239 12.3182
H -3.5836 -10.3661 13.1514
H -3.6175 -9.5518 11.5608
C -4.4842 7.2405 -7.4631
Cl -4.6065 8.9197 -8.0020
Cl -3.7572 6.2229 -8.7126
H -3.8631 7.1994 -6.5650
H -5.4853 6.8656 -7.2369
C 1.8419 1.2447 7.7044
Cl 0.5802 0.3504 6.8479
Cl 3.3570 1.2369 6.7934
H 1.5147 2.2782 7.8416
H 2.0099 0.7784 8.6782
C -3.0333 -4.8772 -5.5198
Cl -1.8499 -6.0092 -4.8540
Cl -2.9508 -3.3143 -4.6978
H -2.8270 -4.7313 -6.5829
H -4.0353 -5.2939 -5.3922
C -4.8417 -6.9905 -2.1031
Cl -3.1068 -6.7376 -1.8765
Cl -5.1968 -7.5247 -3.7504
H -5.1849 -7.7532 -1.4000
H -5.3660 -6.0508 -1.9130
C -4.2097 2.9234 -10.2954
Cl -5.0127 1.5376 -9.5470
Cl -2.4577 2.8382 -10.0757
H -4.4343 2.9299 -11.3647
H -4.5818 3.8417 -9.8347